Formula: C6H16N2O
Source: OMol25
Level of theory: the ωB97M-V functional and the def2-TZVPD basis

```
25
Properties=species:S:1:pos:R:3:forces:R:3
C 1.8849 -0.4293 0.6971 -0.091 -0.126 0.048
C 3.2569 -0.1440 0.0947 -0.131 -0.025 0.011
N 0.8697 -0.6231 -0.3400 -0.298 -0.058 -0.009
H 1.1584 -1.3052 -1.0357 -0.027 -0.092 0.098
H 0.2098 0.4086 -0.8473 -1.055 0.081 0.033
H 1.9381 -1.3101 1.3471 0.030 0.039 0.004
H 1.5742 0.4111 1.3216 0.025 -0.013 -0.002
H 3.9932 0.0294 0.8820 -0.051 -0.019 -0.035
H 3.2243 0.7390 -0.5462 -0.009 -0.030 0.019
H 3.6003 -0.9893 -0.5062 -0.013 0.031 0.014
C -1.4082 1.7048 0.2063 0.011 -0.087 -0.100
C -1.9974 0.5111 -1.8169 0.111 0.043 0.111
C -0.9888 -1.0083 1.4711 -0.007 0.136 -0.170
N -1.0621 0.6260 -0.7082 0.631 -0.198 0.103
C -0.6833 -1.0200 -0.0171 0.687 0.225 -0.185
O -1.1073 -1.9185 -0.7438 0.091 0.191 0.037
H -0.6267 1.8364 0.9552 -0.005 -0.010 0.007
H -2.3551 1.5079 0.7228 0.018 0.004 -0.013
H -1.5104 2.6519 -0.3346 -0.001 -0.044 0.020
H -3.0286 0.4337 -1.4522 0.045 0.015 0.015
H -1.9277 1.3832 -2.4755 0.007 -0.065 0.037
H -1.7737 -0.3936 -2.3771 0.008 -0.009 -0.010
H -0.5995 -1.9316 1.9010 0.003 0.005 -0.028
H -0.5695 -0.1613 2.0097 0.009 0.012 -0.001
H -2.0715 -1.0089 1.5922 0.014 -0.004 -0.004
```
Positions in Å, forces in eV/Å.

As for the total charge: 0. The calculation puts the highest occupied orbital energy at -8.37 eV. The HOMO-LUMO gap is 9.23 eV. For the energy above the lowest of the compared OMol25 structures with the same formula, charge and spin, the calculation gives 64.06 kcal/mol.


Formula: C6H16N3O2
Source: OMol25
Level of theory: the ωB97M-V functional and the def2-TZVPD basis

```
27
Properties=species:S:1:pos:R:3:forces:R:3
C 2.2517 1.6416 -0.5838 -0.179 -0.998 -2.019
C -0.0422 2.6573 -0.6108 0.986 -2.314 0.946
C 0.2852 -2.2145 -0.4884 0.747 -0.868 -1.179
C 0.1073 -1.0497 1.6849 -1.958 -1.962 0.706
C 0.7969 1.3673 -0.4560 -1.341 1.717 -1.774
C 0.6778 -0.9671 0.3174 -0.731 -1.578 -1.668
N -3.3994 0.2256 -0.3927 -1.400 3.527 -2.627
N 0.1816 0.2535 -0.2414 0.619 1.921 -0.262
N -2.8714 -0.4363 0.4314 1.736 -3.069 2.388
O -4.7570 0.3024 -0.5874 -0.176 -2.610 1.936
O -3.5751 -1.3262 1.2574 -0.570 -0.174 0.119
H 2.4159 2.5115 -1.3470 -0.178 -1.653 1.720
H 2.4825 1.8812 0.4269 1.038 0.659 0.795
H 2.7867 0.7052 -0.8914 -0.153 1.054 0.285
H 0.3362 3.2877 0.1468 0.525 1.100 0.728
H -1.0454 2.5049 -0.3984 -2.031 -0.629 0.634
H -0.0584 3.1456 -1.5339 0.817 0.526 -1.637
H 0.9636 -2.4718 -1.3499 -0.676 0.846 0.563
H 0.4960 -3.0441 0.1801 -0.290 -0.213 0.069
H -0.7570 -2.3049 -0.8503 0.444 0.394 0.425
H 0.0350 -2.2248 1.9256 0.597 2.988 0.337
H -0.9979 -0.7252 1.5770 1.919 -0.321 0.687
H 0.7008 -0.3779 2.3212 -0.605 -0.664 0.520
H -0.8099 0.3348 -0.1638 -1.133 -0.004 -0.106
H 1.7192 -0.8865 0.2702 1.722 -0.081 0.375
H -5.0077 1.0840 -1.0640 0.759 0.839 -0.666
H -2.9546 -1.9242 1.7800 -0.486 1.565 -1.295
```
Positions in Å, forces in eV/Å.

As for the total charge: +1. The calculation puts the highest occupied orbital energy at -13.59 eV. The HOMO-LUMO gap is 10.00 eV. For the energy above the lowest of the compared OMol25 structures with the same formula, charge and spin, the calculation gives 126.72 kcal/mol.


Formula: C6H16N4
Source: OMol25
Level of theory: the ωB97M-V functional and the def2-TZVPD basis

```
26
Properties=species:S:1:pos:R:3:forces:R:3
C -1.2704 -3.2148 0.4818 -2.445 4.687 2.120
C -0.4625 -4.2335 0.0734 -2.870 -2.376 -0.139
C -1.2641 1.5579 0.2676 -1.559 -2.323 -0.608
C 0.7371 2.4169 -0.8903 1.872 2.416 -1.394
C -0.2588 0.4064 -1.6938 0.616 -0.210 1.972
C 0.1043 1.1666 -0.4096 -2.444 0.653 -0.584
N 1.6607 0.4315 1.2234 0.509 0.283 2.709
N 2.3673 1.5454 1.3971 0.649 0.651 -0.182
N -1.9669 -2.3837 0.8982 0.312 -1.235 -0.523
N 0.6436 0.2451 0.5636 1.048 -1.200 -0.279
H -0.5517 -4.2899 -1.0058 0.195 -0.809 -0.183
H -1.0669 -4.9860 0.7229 0.859 -0.206 -1.640
H 0.4633 -4.2882 0.4939 2.849 0.320 0.864
H -1.8437 2.1320 -0.4723 0.441 0.301 0.527
H -1.8632 0.5609 0.2552 0.838 1.551 0.523
H -1.2989 1.9908 1.2864 0.406 -0.118 -0.713
H 0.8270 3.1532 -0.0605 0.131 -0.045 -0.762
H 0.0514 2.9050 -1.6620 0.646 -0.692 1.256
H 1.7103 2.3311 -1.5264 -1.366 -0.125 1.501
H 0.4706 0.5414 -2.4300 1.595 -0.736 -0.902
H -0.5954 -0.5562 -1.4426 0.320 -1.790 -0.024
H -1.0885 0.7880 -2.1578 -2.292 1.648 -0.732
H 2.1344 2.2726 0.7334 0.552 0.220 0.205
H 3.2004 1.5697 2.0263 -1.095 -0.312 -0.970
H -2.7604 -1.8466 1.3024 0.959 -0.599 -0.499
H 1.9209 -0.2156 2.0255 -0.724 0.046 -1.544
```
Positions in Å, forces in eV/Å.

As for the total charge: +2. The calculation puts the highest occupied orbital energy at -17.73 eV. The HOMO-LUMO gap is 10.26 eV. For the energy above the lowest of the compared OMol25 structures with the same formula, charge and spin, the calculation gives 123.82 kcal/mol.


Formula: C6H16N4OS
Source: OMol25
Level of theory: the ωB97M-V functional and the def2-TZVPD basis

```
28
Properties=species:S:1:pos:R:3:forces:R:3
C -0.3370 0.8977 -2.2812 4.168 5.284 -0.775
C 1.3396 0.1063 1.1970 -0.207 -0.314 1.508
C -2.0318 -0.1149 -3.4128 0.155 0.728 -2.867
C -2.1666 -0.3806 -1.0779 -1.148 0.536 1.117
C 1.4971 -1.5731 2.9732 0.788 -2.378 -2.381
C -0.5691 -0.3234 2.6652 0.380 -0.345 0.790
N -1.3305 0.2011 -2.1314 -3.241 -1.871 -0.857
N 0.7993 -0.5594 2.2427 -0.239 1.932 -2.339
N 0.4151 1.8157 -2.5273 -2.404 -2.630 -0.118
N 2.5637 -0.0983 0.7673 0.655 -2.991 1.249
O 1.8160 2.4485 0.1416 -0.846 0.401 -3.286
S 0.5226 1.3814 0.2861 -0.300 0.943 1.750
H -2.9561 0.5222 -3.4900 0.943 -0.585 0.173
H -1.3409 0.1355 -4.3497 -1.543 -0.849 2.081
H -2.3271 -1.1849 -3.3307 0.443 0.794 -0.552
H -2.2375 -1.4289 -1.3847 0.124 0.030 0.939
H -1.6821 -0.1517 -0.1174 -0.520 -0.601 -0.228
H -3.2804 0.0273 -1.0831 2.538 -0.354 -0.215
H 2.5340 -1.4160 2.7190 0.504 -0.177 0.992
H 1.2606 -1.5332 4.0043 0.032 0.214 0.956
H 1.2695 -2.6356 2.5746 0.018 1.608 0.650
H -0.5787 -0.5287 3.7535 -0.470 0.378 -0.717
H -0.9137 0.6465 2.3971 0.054 1.131 0.250
H -1.2108 -0.9726 2.1318 -0.809 -1.185 -0.160
H 1.0804 2.2024 -3.1752 0.364 -0.289 -0.047
H 1.7752 2.8947 -0.8376 0.124 -1.592 3.251
H 3.0264 -0.9933 1.0442 -0.115 1.572 -0.475
H 3.0628 0.6152 0.3014 0.553 0.611 -0.689
```
Positions in Å, forces in eV/Å.

As for the total charge: +2. The calculation puts the highest occupied orbital energy at -16.89 eV. The HOMO-LUMO gap is 9.17 eV. For the energy above the lowest of the compared OMol25 structures with the same formula, charge and spin, the calculation gives 114.10 kcal/mol.


Formula: C6H16N4S
Source: OMol25
Level of theory: the ωB97M-V functional and the def2-TZVPD basis

```
27
Properties=species:S:1:pos:R:3:forces:R:3
C -0.8750 0.5604 -2.7298 -1.188 -2.953 0.428
C 1.0032 -2.8402 2.3009 1.232 0.799 1.555
C 0.2543 0.2647 4.3379 -1.160 3.864 -0.465
C -1.3725 1.4914 -4.9490 -1.183 -1.064 1.159
C 0.9994 -1.9388 3.6182 -1.748 -0.098 -1.013
C 0.8476 -0.4809 3.3714 2.697 -4.256 -0.504
N -0.0077 0.5797 -1.5513 -0.293 0.476 3.249
N -0.7309 1.5716 -3.5670 -1.599 -2.423 -1.313
N 0.1274 2.5789 -3.2794 0.309 -0.373 2.552
N -0.1188 -0.0359 -0.4384 2.822 3.618 -2.925
S -1.7930 -0.8356 -2.7850 0.360 1.097 -0.255
H 2.0457 -2.7975 1.8235 -1.816 -0.389 0.552
H 0.2177 -2.4766 1.6942 -0.519 0.488 -1.185
H 0.6349 -3.8157 2.6015 0.696 -0.353 -0.085
H 0.3061 -0.0895 5.3396 -0.421 -0.537 0.733
H -0.7850 0.1256 3.8625 0.216 0.070 0.634
H 0.4440 1.3528 4.2099 -0.247 -0.586 0.429
H -2.0839 2.2831 -4.9059 -0.422 0.877 -0.556
H -0.7383 1.5210 -5.8412 0.551 0.251 0.722
H -2.0031 0.5708 -5.0236 0.844 0.645 0.321
H 0.3395 -2.2671 4.4688 0.354 0.171 -1.008
H 1.9690 -2.0423 4.0372 1.538 0.186 0.606
H 1.3734 -0.1594 2.4663 -0.758 0.581 -0.014
H 0.6708 1.3870 -1.5815 0.069 -0.920 0.000
H 0.4923 2.7299 -4.1406 2.405 1.461 -2.833
H -0.3266 3.4035 -2.9566 -0.707 0.828 0.199
H -0.8904 -0.6409 -0.3826 -2.034 -1.463 -0.982
```
Positions in Å, forces in eV/Å.

As for the total charge: +2. The calculation puts the highest occupied orbital energy (spin up / spin down) at -15.70 / -15.70 eV. The HOMO-LUMO gap (spin up / spin down) is 6.18 / 6.18 eV. For the energy above the lowest of the compared OMol25 structures with the same formula, charge and spin, the calculation gives 31.68 kcal/mol.


Formula: C6H16NO
Source: OMol25
Level of theory: the ωB97M-V functional and the def2-TZVPD basis

```
24
Properties=species:S:1:pos:R:3:forces:R:3
C -0.2869 3.5471 0.1862 -0.347 -0.318 0.025
N -0.2224 2.1160 -0.0510 -0.172 0.032 -0.034
C -1.4655 1.4494 0.2887 0.381 0.160 0.095
C 0.1655 1.8169 -1.4170 0.448 0.342 0.027
H -0.6510 3.7503 1.1999 0.193 0.052 0.041
H -1.0198 4.0532 -0.4746 0.125 0.065 -0.093
H 0.6975 4.0031 0.0565 -0.012 0.152 -0.009
H -1.3117 0.3752 0.1579 -0.167 -0.004 -0.077
H -1.7158 1.6894 1.3264 -0.015 -0.086 0.038
H -2.2972 1.8158 -0.3394 -0.136 -0.102 -0.078
H 0.3243 0.7429 -1.5804 -0.209 0.184 0.227
H 1.1001 2.3646 -1.5994 -0.014 -0.124 -0.117
H -0.5680 2.2182 -2.1464 -0.061 -0.099 0.008
C -0.0825 -2.5957 -0.6288 -0.072 -0.019 -0.184
O 0.0486 -1.2920 -0.8913 0.042 -0.336 -0.135
C 0.2367 -2.9452 0.8452 0.140 0.067 0.027
C 1.7193 -2.7004 1.1220 -0.208 0.060 -0.013
H 0.5847 -3.2853 -1.2424 0.119 0.075 0.039
H -1.1002 -3.0310 -0.8620 -0.109 0.106 0.193
H -0.0624 -3.9776 1.0743 0.036 -0.094 0.058
H -0.3440 -2.2565 1.4677 -0.124 -0.097 0.000
H 1.9970 -2.7648 2.1792 -0.050 -0.088 0.025
H 1.9208 -1.6860 0.7762 0.161 0.005 -0.072
H 2.3329 -3.4076 0.5526 0.053 0.067 0.009
```
Positions in Å, forces in eV/Å.

As for the total charge: -2. The calculation puts the highest occupied orbital energy (spin up / spin down) at 4.04 / -0.39 eV. As for the expectation value of S²: 0.751. The HOMO-LUMO gap (spin up / spin down) is 2.26 / 6.62 eV. Its spin multiplicity is 2.


| no. | E_tot (eV) |
| --- | --- |
| 1 | -11507.2771 |
| 2 | -15035.7736 |
| 3 | -12420.6490 |
| 4 | -25304.6642 |
| 5 | -23254.8510 |
| 6 | -10014.2358 |